[1]
The following is a DFT calculation (ωB97M-V/def2-TZVPD) of an isolated molecule of C9H5Cl2N3O2.

Properties
- Maximum force: 2.9 eV Å⁻¹
- DFT total energy: -1581.066343 Eh
- 2S+1: 1

Each line ends with the natural charge from an NBO analysis.
Cartesian coordinates (Å):
C: 0.99053 0.99974 1.84428  -0.167
C: 0.25439 0.83947 0.67445  -0.151
C: 0.94531 0.31509 -0.52860  0.525
C: 0.46119 1.52892 3.04561  -0.055
C: -0.89122 1.84477 3.09495  -0.029
O: -0.93772 -2.35368 -2.11132  -0.294
H: -2.68008 1.94085 2.04455  0.234
N: 0.43963 -2.81612 -4.09788  -0.793
N: 0.85874 -1.18335 -2.57744  -0.526
C: -1.63502 1.68559 1.94476  -0.230
N: -0.75662 -1.45628 -1.04976  -0.128
C: 0.29038 -0.75817 -1.37683  0.213
H: 2.03425 0.76171 1.77792  0.243
H: 1.37454 -2.62732 -4.38392  0.419
H: 0.12434 -3.75469 -4.16622  0.393
C: 0.07830 -2.15942 -2.94248  0.662
C: -1.09742 1.19639 0.73494  -0.146
Cl: -1.61847 2.36673 4.60474  0.028
O: 2.05660 0.72480 -0.87214  -0.463
H: -1.79403 1.15963 -0.10354  0.235
Cl: 1.50237 1.74534 4.44392  0.028

***

[2]
The following is a DFT calculation (ωB97M-V/def2-TZVPD) of a cluster of 23 separate species, C9H62NO23 in total.

Properties
- Maximum force: 3.2 eV Å⁻¹
- Total charge: -1
- DFT total energy: -2165.476287 Eh
- 2S+1: 1

Each line ends with the Mulliken charge.
Cartesian coordinates (Å):
O: 3.66108 3.79212 3.27704  -0.677
H: -3.21445 -2.17975 1.03471  0.412
H: -2.55939 -2.68315 -3.08075  0.461
O: -1.45837 3.03462 6.07253  -0.631
H: -0.66920 -0.84966 -5.26783  0.295
H: -6.22977 -3.01497 -2.45768  0.249
H: 0.50088 0.57677 2.88628  0.363
H: -2.42298 -2.97393 2.02965  0.345
H: 3.52876 0.39063 1.98861  0.211
H: 1.71821 4.02398 5.11117  0.236
H: 1.16152 -0.87556 -2.35014  0.063
H: 4.04823 -3.00387 -0.54643  0.335
O: -3.29428 -2.05428 -3.23910  -0.680
O: -3.62529 2.62100 -1.44361  -0.622
H: -1.50591 -1.70825 0.07371  -0.444
H: 2.64283 1.19879 -0.72492  -0.308
H: 3.14324 -1.95812 -1.05335  0.152
C: -1.27379 0.91929 1.09003  -1.906
H: 5.54840 -0.91872 -0.32780  0.364
O: -3.32276 -2.85070 1.68534  -0.688
H: -4.20504 3.99082 0.41841  0.358
H: -0.89931 -1.33062 -1.51074  -0.374
H: -3.96697 4.32660 1.96645  0.320
C: 2.27597 1.65246 0.19224  -1.660
H: 3.54049 -0.05956 -2.13920  0.014
H: 3.11137 2.04604 0.71539  0.578
C: -1.40757 -0.89830 -0.62857  -0.849
H: 3.64644 4.06811 2.33821  0.336
H: -1.35057 0.14046 1.80420  0.534
H: -2.40799 -0.61131 -0.85743  0.620
H: 0.34878 -1.91861 1.57957  0.219
H: -0.21904 -2.32824 -3.35102  0.278
H: 1.38803 -3.12921 4.90918  0.312
O: -4.44854 -0.09707 -0.20542  -0.576
O: -5.65852 -2.31351 -2.11134  -0.653
H: -5.12205 -0.79433 -0.32861  0.219
H: 1.11875 -2.79576 -0.79558  0.102
H: -1.91283 -1.71411 -5.35682  0.324
O: -1.62038 -0.79301 -5.44891  -0.679
H: -6.45397 1.96085 -3.28437  0.308
H: -2.56833 0.78321 -4.82892  0.322
H: -0.61861 2.30328 -1.07828  0.459
O: 4.29171 -2.94717 1.70971  -0.626
C: -0.47411 1.26708 -1.32983  -0.711
H: 1.50046 3.08865 3.88041  0.422
O: 1.05885 3.54326 4.63001  -0.696
H: -4.32745 3.16690 -1.90710  0.336
O: -3.11063 1.52014 -4.51431  -0.689
H: -1.63784 2.09002 6.11184  0.314
O: 5.82664 -0.98423 0.62116  -0.664
H: 5.22820 0.86389 1.32284  0.340
C: -0.42957 2.03945 1.71885  0.072
O: -0.75712 -3.14601 -3.20678  -0.707
H: 4.37173 -3.69623 2.28488  0.262
H: 1.54772 1.98971 2.63813  -1.386
H: -0.19925 2.79658 0.95008  0.282
O: 1.34207 -1.01486 -0.69688  1.058
H: 1.94079 -0.74302 -3.74881  0.213
C: 2.67619 -0.22059 1.64491  -0.404
H: 0.49335 -2.64694 3.94674  0.248
H: 0.80798 -3.36650 1.22388  0.258
H: 3.07574 -0.92473 0.88687  -1.018
H: -1.04396 2.54171 2.58660  0.286
H: -2.81964 -1.21695 -3.02737  0.259
H: -5.18961 2.13356 -4.12216  0.339
H: 2.34280 -0.78599 2.54305  0.534
O: 0.46638 -2.81421 1.98944  -0.728
H: -2.90499 1.80474 -3.62727  0.390
H: -4.90091 -2.12510 -2.76237  0.404
C: 1.57619 0.62114 1.00474  1.643
O: -5.88577 2.62156 -3.67751  -0.652
H: -4.57180 0.13684 0.71009  0.273
O: 5.18666 1.84334 1.52547  -0.587
H: 5.45917 -1.76492 1.00989  0.346
H: -0.69660 3.12151 5.51483  0.358
H: -1.38293 1.04926 -1.96298  -0.554
H: -0.48195 -3.48163 -2.29757  0.399
H: 6.06433 2.12857 1.16820  0.274
H: 1.69947 -4.23801 -1.17718  0.335
O: 1.06590 -0.90905 -3.38973  -0.620
H: 4.25799 -1.15341 -2.76109  0.475
O: 4.07989 -2.36775 -1.25840  -0.726
C: 0.85118 1.31054 2.14245  0.004
N: 0.66750 -0.32719 0.35872  0.647
O: -4.45066 4.62260 1.14091  -0.668
H: -2.26555 1.19476 0.77845  0.112
O: 4.21959 -0.18714 -2.77928  -0.766
H: 3.38640 -2.65907 1.63961  0.320
H: 1.66227 2.47405 -0.08209  0.477
O: 0.95426 -3.80603 -0.68465  -0.854
H: -4.04073 1.79321 -1.22501  0.282
O: 0.74821 -2.41850 4.85481  -0.639
H: 3.99694 2.89660 3.07908  0.280
C: -0.61400 0.27863 -0.17700  2.195
H: 0.39145 1.03247 -1.95719  0.218

***

[3]
The following is a DFT calculation (ωB97M-V/def2-TZVPD) of a structure of composition C9H62NO25V.

Properties
- Maximum force: 3.1 eV Å⁻¹
- Total charge: -1
- DFT total energy: -3259.869246 Eh
- 2S+1: 2

Each line ends with the Löwdin spin population.
Cartesian coordinates (Å):
C: 0.75154 -1.06904 0.48723  0.000
H: 2.41451 -1.31565 2.01966  0.000
O: -1.37297 4.16657 -2.97418  0.000
H: -2.42866 -4.00475 2.62706  0.000
O: -0.87049 5.84822 1.37832  0.000
H: 0.66645 -4.83760 -2.21645  0.000
H: -2.04270 -2.21510 -1.17966  0.000
H: -2.26187 1.63701 1.26782  0.000
H: 2.45302 -3.27901 -3.05036  0.000
H: -6.10693 1.08207 -0.09051  0.000
H: 0.85890 -0.47405 -5.11279  0.000
H: -1.94610 4.74900 -2.47567  0.000
C: 0.04065 1.42542 -1.51170  0.000
H: 1.22080 -4.85744 3.42044  0.000
O: -5.42376 1.73211 -0.25469  0.000
H: -0.99733 -4.95201 -3.89728  0.000
H: 0.01722 -2.95315 -0.27100  0.000
H: 0.26131 -2.33881 5.76093  0.000
H: 5.99125 -0.41156 2.83247  0.000
O: 2.26523 3.64992 2.77498  0.032
O: 1.40698 4.10884 0.13235  0.000
O: 4.26934 1.16126 0.18543  0.000
H: -4.27621 -3.28344 -1.86580  0.000
O: 0.14684 2.61284 4.12742  -0.029
O: 1.37627 0.33317 4.37944  -0.006
O: -2.77379 5.94028 -0.90639  0.000
H: 0.05430 3.54479 -3.93157  0.000
H: 0.21939 2.98713 -5.32930  0.000
H: 1.46023 -2.77326 1.53386  0.000
O: -4.83342 0.32274 2.06825  0.000
O: 0.86183 -5.15443 4.25660  0.000
H: 1.38777 -1.44112 -1.66902  0.000
O: -1.92048 0.25604 3.59839  0.001
O: 4.98788 -0.35159 -2.13165  0.000
H: -0.94632 2.69959 1.34309  0.000
H: 0.18350 0.60394 -2.21373  0.000
H: 1.09480 -1.74677 4.64439  0.000
H: -2.67130 -0.08053 0.24497  0.000
O: 1.76493 -0.52428 -4.80813  0.000
H: 1.30136 4.90502 -0.38839  0.000
H: -1.63055 -3.85188 -3.07228  0.000
O: 1.13335 1.23381 1.30630  0.005
H: 1.40502 -6.07877 -2.67022  0.000
H: 3.35870 0.95232 0.39358  0.000
O: -0.78218 -4.19222 -3.35631  0.000
H: 1.04181 1.80903 -1.31517  0.000
H: -0.63560 2.06106 -2.08332  0.000
H: -1.55534 -2.96613 3.29824  0.000
H: 1.83331 -1.38729 -4.39976  0.000
O: -2.46774 -3.16874 3.09161  0.000
O: 0.66584 3.51507 -4.66735  0.000
H: -2.38573 5.50844 -0.14536  0.000
H: -1.04648 -2.26962 0.98571  0.000
C: -0.40534 -2.03457 0.13613  0.000
C: -1.90229 -0.05909 -0.52721  0.000
H: 2.49595 -1.84001 -0.49739  0.000
O: 1.90404 -2.98871 -3.77878  0.000
H: 4.18444 -3.41183 -0.00822  0.000
H: -3.78420 2.29728 -1.78574  0.000
H: -4.86345 1.69239 0.52036  0.000
H: -0.22295 5.17736 1.16182  0.000
O: -3.56552 2.24895 -2.71637  0.000
H: 5.66763 -3.12012 -0.09154  0.000
C: -0.70537 0.94845 -0.14932  0.000
H: -0.80565 -1.47641 -1.85774  0.000
H: -2.13359 6.60640 -1.15670  0.000
H: -5.05349 0.37494 2.99835  0.000
H: 2.21998 -0.06314 -0.81157  0.000
C: 1.45188 -1.69232 1.67388  0.000
H: 1.10397 -3.50795 -3.69810  0.000
C: -1.29359 -1.48095 -0.88306  0.000
H: 2.08926 3.74114 1.83852  0.001
H: 4.84486 -1.35473 2.53565  0.000
C: 1.77552 -1.05475 -0.72643  0.000
H: 0.65407 -4.34800 4.72856  0.000
H: 2.91485 4.32699 2.96417  0.003
H: 4.77508 0.23688 -1.40732  0.000
H: 4.24120 2.06205 -0.13709  0.000
O: 1.21533 -5.55228 -1.89365  0.000
H: -2.57739 -0.38188 3.31954  0.000
O: 5.39505 -1.03326 3.24991  0.000
H: 1.06188 3.41061 -0.42407  0.000
C: -1.50873 2.09816 0.62890  0.000
N: 0.25765 0.29682 0.78605  0.000
H: -4.66412 -0.60657 1.91349  0.000
H: 0.94889 -1.35802 2.58127  0.000
O: -4.84311 -3.04413 -1.13260  0.000
H: -5.42901 -2.37692 -1.49008  0.000
H: -2.04014 2.79819 -0.01581  0.000
V: 1.45539 1.77968 3.66758  0.992
O: 5.00092 -3.49404 0.48457  0.000
H: -1.46506 0.49946 2.79244  0.000
H: -0.78931 5.96347 2.32508  0.000
H: -4.30764 1.79353 -3.11395  0.000
H: -1.69150 3.28660 -2.77309  0.000
O: 0.66991 -2.55782 4.92350  0.000
H: -2.47346 0.22331 -1.41158  0.000
H: 4.67925 0.10776 -2.91266  0.000

***

[4]
The following is a DFT calculation (ωB97M-V/def2-TZVPD) of a cluster of 23 separate species, C9H66BNO24P in total.

Properties
- Maximum force: 3.3 eV Å⁻¹
- Total charge: -1
- DFT total energy: -2609.125072 Eh
- 2S+1: 1

Each line ends with the Mulliken charge.
Cartesian coordinates (Å):
H: -11.22045 -0.34597 -2.62826  0.293
C: 2.34262 -2.19928 1.17920  -0.410
C: 1.19116 -1.22600 0.53365  0.562
O: -8.11830 5.32304 -2.53778  -0.664
H: 4.67090 2.44565 -1.16985  0.134
O: -1.54585 -4.57735 0.94948  -0.641
H: -3.09278 2.74889 0.71122  -0.181
C: -1.62142 1.16094 1.52119  -0.417
O: -6.51674 2.56102 -3.74521  -0.588
H: -0.14894 0.58597 -2.60222  0.196
H: -4.62453 -2.31808 -0.73609  0.425
H: 5.28035 -1.81329 -0.93021  0.276
H: 0.63166 -1.98710 3.97825  0.356
H: 2.43326 2.35384 1.96213  0.247
H: -1.20747 2.04345 2.20759  0.143
H: -0.14332 -6.20939 4.53708  0.298
H: -1.87224 0.27346 2.27927  -0.016
H: -8.35725 3.40891 -2.88040  0.427
O: -11.40031 -0.38758 -1.67703  -0.643
C: 0.74243 1.26250 -2.20259  -0.815
H: -6.38745 1.64629 -3.45277  0.297
H: 0.67610 -2.07395 5.50207  0.263
H: 7.00462 -2.94113 -0.35024  0.372
H: -9.08035 5.42168 -2.47689  0.315
H: 0.02639 -4.69839 4.67719  0.379
O: -6.04167 -1.89186 0.59626  -0.533
O: -8.46915 0.37574 -1.18310  -0.656
O: 5.30135 4.69564 1.28794  -0.679
H: 4.94474 5.58039 1.11768  0.313
H: -5.19055 1.84327 -0.59716  0.252
O: 0.73331 -0.06613 1.36741  -0.527
H: -6.35311 -2.08058 1.49425  0.238
H: 0.89486 2.15966 -2.97488  0.355
C: 2.70168 2.41712 0.80118  -0.214
O: -9.03656 2.72930 -3.00532  -0.697
O: 6.98326 -1.34969 -2.79163  -0.564
O: 7.61053 -3.38203 -0.96458  -0.645
C: -4.31468 0.80832 1.01548  0.077
H: -5.80549 2.70416 -4.38753  0.286
H: -8.88017 1.00266 -1.79712  0.364
C: 1.44865 3.19318 0.08375  -0.512
H: 5.19457 4.58024 2.24411  0.318
H: 5.13185 0.48031 -3.49411  0.331
H: 1.48738 -0.95602 -0.59084  -0.235
H: 3.34168 -5.66615 1.45843  0.349
O: 4.86213 1.93312 -1.96969  -0.595
O: 1.77495 -5.38165 3.16341  -0.693
H: 4.62645 2.53249 -2.69368  0.359
H: 1.90507 -4.44888 2.93540  0.365
H: -0.41089 -2.74530 -0.50086  0.260
H: 5.86981 -0.88130 0.12596  0.276
H: -1.65263 -4.69275 1.90565  0.351
H: 7.64433 -4.29602 -0.64449  0.315
H: -6.13012 -2.73936 0.13490  0.303
O: -4.78573 -2.89602 -1.49698  -0.702
H: 5.85697 -0.28293 -4.60011  0.291
H: 5.63358 -6.16742 1.47170  0.349
O: 0.86733 -2.58647 4.70223  -0.643
H: 6.57801 -4.99131 1.70913  0.292
O: 7.41448 3.56501 -2.18130  -0.635
H: 1.90352 3.74345 -0.87307  0.233
O: 4.97066 -0.09762 -4.25500  -0.596
P: 0.05415 2.06147 -0.56443  -0.032
O: 6.44789 -5.92408 1.93714  -0.632
H: -2.70081 6.08970 1.85187  0.279
H: -8.94671 2.47693 -3.93657  0.314
O: -0.98115 -0.55711 -0.09190  -0.567
H: -4.47342 0.70403 2.17267  0.164
H: -6.27497 0.81007 0.13728  0.225
H: 1.09275 4.05724 0.80461  0.287
H: -3.37654 4.72284 1.77043  0.320
H: -3.89942 -3.08133 -1.84208  0.306
O: -2.54756 5.17841 1.56025  -0.604
H: 3.37116 -1.59550 1.14490  0.014
C: -2.91007 1.58890 0.60238  0.050
O: -0.64241 -5.39845 4.71670  -0.655
O: 5.19050 -1.56091 0.00103  -0.591
B: -0.34309 0.60861 0.61647  0.541
H: 3.56468 -6.32494 0.09909  0.303
H: 8.52162 6.11782 2.36476  0.306
H: 7.69451 -1.20656 -3.43395  0.273
H: 1.73936 0.67258 -2.03703  0.041
H: -0.79013 -2.19003 1.32489  -0.160
H: -1.90246 -3.69260 0.77922  0.341
H: 2.13886 -2.37091 2.34279  -0.247
H: 0.96064 -5.62498 2.69797  0.350
H: 2.53707 -3.19506 0.59274  0.287
H: -7.81103 6.19662 -2.82306  0.300
N: -5.51128 1.49263 0.33712  -0.640
H: 3.72273 3.00213 0.74805  -0.045
H: -7.71001 0.02925 -1.67563  0.275
H: -10.62029 0.02164 -1.27319  0.358
H: 7.11255 -2.26443 -2.49919  0.312
H: 2.80132 1.27893 0.45851  -0.034
O: 8.39150 5.18504 2.59276  -0.638
H: -4.24340 -0.26388 0.51014  -0.137
O: 3.65312 -5.47744 0.56045  -0.651
H: -2.77063 1.39145 -0.55722  0.213
C: -0.33371 -1.86124 0.27249  -0.004
H: 6.95374 2.71270 -2.19754  0.363
H: 6.99126 4.04605 -1.45437  0.307
H: 7.57720 4.94171 2.12733  0.347

***

[5]
The following is a DFT calculation (ωB97M-V/def2-TZVPD) of a structure of composition C9H6BrCl2O2.

Properties
- Maximum force: 4.9 eV Å⁻¹
- Total charge: -1
- DFT total energy: -3991.444764 Eh
- 2S+1: 1

Each line ends with the natural charge from an NBO analysis.
Cartesian coordinates (Å):
H: -0.84154 1.74078 1.38968  0.227
Cl: 1.71191 0.52597 -1.55023  -0.013
C: -2.38842 1.23470 -0.15593  -0.227
H: -2.75204 2.32601 -0.15488  0.210
H: 0.79739 -0.13199 2.18699  0.234
C: -0.98321 -1.13458 -0.48351  -0.179
C: 2.18255 0.49778 0.11237  -0.258
Cl: 1.43739 -2.11189 0.99634  -0.063
C: -2.16772 -0.95190 -1.20154  -0.214
O: 3.69774 -1.15676 -0.59011  -0.705
C: -0.54341 -0.17589 0.44630  -0.128
C: -2.85321 0.21991 -1.02071  -0.228
H: -0.34734 -1.99772 -0.59351  0.235
O: 4.16002 -0.11269 1.37100  -0.739
Br: 2.22684 2.27443 0.64271  0.046
H: -2.68302 -1.71894 -1.74513  0.206
C: 3.56729 -0.36362 0.31285  0.744
C: -1.22474 1.09549 0.55528  -0.188
C: 0.70152 -0.41879 1.09688  -0.158
H: -3.69800 0.35970 -1.61484  0.198

***

[6]
The following is a DFT calculation (ωB97M-V/def2-TZVPD) of an isolated molecule of C9H6F3N.

Properties
- Maximum force: 2.8 eV Å⁻¹
- DFT total energy: -700.683233 Eh
- 2S+1: 1

Each line ends with the natural charge from an NBO analysis.
Cartesian coordinates (Å):
C: -1.25030 1.70876 0.31290  -0.724
H: -0.75892 2.59870 0.71112  0.243
H: 0.83220 -2.05051 2.32652  0.254
C: -0.24853 -0.49161 1.38027  0.231
F: -1.13394 -0.69521 2.42721  -0.346
H: -0.13222 -1.77839 -1.34930  0.277
H: -2.23703 1.60627 0.78038  0.248
C: 0.96504 -1.80270 -3.13986  0.263
H: -1.39663 1.83419 -0.75863  0.245
N: 1.08559 -2.16307 -4.21922  -0.285
C: -0.46358 0.53347 0.59565  0.133
C: 1.78192 -1.72528 0.52621  0.450
F: 2.71281 -2.63967 0.87378  -0.319
C: 0.76546 -1.36952 -1.80405  -0.397
C: 0.81333 -1.47114 1.41155  -0.350
F: 1.70509 0.93693 -2.08861  -0.305
H: 2.97212 -1.43358 -1.22944  0.268
C: 1.23309 -0.05078 -1.32300  0.473
C: 1.98203 -1.21546 -0.83556  -0.358